(1)
This record from OMol25 describes a molecular structure, C40H35AsF5N5O2PtSTe in a non-equilibrium geometry. The level of theory is wB97M-V/def2-TZVPD.

Last column: Löwdin charge in e.
Cartesian coordinates (Å):
Pt  1.15  -0.01  -0.49  1.22
C  4.60  -1.01  -2.83  0.01
C  3.27  -0.82  -2.43  -0.04
N  2.96  -0.53  -1.18  -0.05
C  3.95  -0.41  -0.25  -0.15
C  5.30  -0.56  -0.57  -0.12
C  5.61  -0.87  -1.91  0.05
C  6.25  -0.38  0.47  0.04
C  5.84  -0.09  1.74  -0.02
C  4.47  0.02  2.06  0.04
C  3.52  -0.16  1.07  -0.22
N  2.14  -0.12  1.26  0.02
C  1.66  -0.67  2.44  -0.17
C  2.28  -1.82  2.92  0.02
C  1.79  -2.53  4.02  -0.03
C  0.67  -2.09  4.67  0.05
C  0.01  -0.91  4.24  -0.14
C  -1.12  -0.41  4.92  0.03
C  -1.69  0.75  4.50  0.00
C  -1.10  1.42  3.41  -0.08
N  -0.05  1.00  2.75  0.15
C  0.50  -0.17  3.13  -0.16
H  4.81  -1.25  -3.86  0.13
H  2.45  -0.88  -3.13  0.12
H  6.65  -1.00  -2.20  0.14
H  7.30  -0.48  0.24  0.14
H  6.57  0.07  2.52  0.13
H  4.17  0.26  3.07  0.14
H  3.12  -2.22  2.37  0.14
H  2.30  -3.43  4.34  0.13
H  0.28  -2.62  5.53  0.14
H  -1.50  -0.95  5.78  0.13
H  -2.55  1.18  5.00  0.12
H  -1.52  2.37  3.08  0.11
F  0.12  -2.27  -3.96  -0.35
Te  -0.85  -1.73  -2.47  1.78
F  -2.10  -1.57  -1.10  -0.36
F  0.20  -2.82  -1.35  -0.43
F  -2.05  -0.84  -3.56  -0.32
F  -1.77  -3.32  -2.81  -0.34
O  0.29  -0.31  -2.30  -0.67
S  -0.63  -3.31  1.30  0.63
C  -1.43  -4.48  0.27  -0.82
N  -2.65  -4.23  -0.14  0.02
C  -3.36  -5.10  -1.09  -0.14
C  -2.88  -6.53  -0.90  -0.14
C  -1.37  -6.59  -0.98  -0.14
N  -0.80  -5.58  -0.07  0.03
H  -3.00  -3.30  0.03  0.11
H  -3.16  -4.74  -2.10  0.10
H  -4.43  -5.01  -0.90  0.13
H  -3.32  -7.17  -1.66  0.13
H  -3.21  -6.90  0.08  0.13
H  -1.01  -6.38  -2.00  0.13
H  -0.99  -7.56  -0.68  0.13
H  0.14  -5.69  0.28  0.13
O  -0.71  0.66  -0.05  -0.62
As  -1.01  2.26  -0.56  1.27
C  -0.11  3.54  0.55  -0.31
C  -0.85  4.52  1.21  -0.09
C  -0.21  5.44  2.02  -0.05
C  1.17  5.40  2.17  -0.05
C  1.91  4.42  1.50  -0.06
C  1.27  3.49  0.70  -0.13
C  -0.52  2.62  -2.37  -0.32
C  0.64  3.32  -2.68  -0.09
C  0.95  3.56  -4.02  -0.06
C  0.10  3.11  -5.02  -0.05
C  -1.07  2.43  -4.70  -0.05
C  -1.38  2.18  -3.37  -0.11
C  -2.89  2.47  -0.42  -0.32
C  -3.50  3.63  -0.90  -0.10
C  -4.87  3.77  -0.79  -0.05
C  -5.63  2.75  -0.21  -0.05
C  -5.02  1.60  0.26  -0.06
C  -3.64  1.45  0.16  -0.08
H  -1.93  4.56  1.10  0.10
H  -0.78  6.20  2.53  0.12
H  1.67  6.12  2.79  0.12
H  2.98  4.39  1.62  0.11
H  1.85  2.73  0.20  0.07
H  1.29  3.69  -1.91  0.09
H  1.84  4.11  -4.27  0.11
H  0.34  3.30  -6.06  0.12
H  -1.73  2.09  -5.48  0.12
H  -2.30  1.65  -3.13  0.11
H  -2.91  4.41  -1.36  0.12
H  -5.35  4.66  -1.16  0.12
H  -6.70  2.86  -0.13  0.12
H  -5.62  0.81  0.70  0.11
H  -3.15  0.55  0.51  0.10

Properties
**M**: 1142.41 g mol⁻¹
**E_tot**: -149381.522 eV
**Net charge**: +2

=====

(2)
This record from OMol25 describes a molecular structure, C40H35GeIrN4O5. The level of theory is wB97M-V/def2-TZVPD.

Last column: Löwdin spin population.
Cartesian coordinates (Å):
Ir  0.12  0.04  0.37  1.79
N  1.93  -0.22  2.08  0.17
C  2.10  1.02  2.81  0.01
C  0.80  1.81  2.82  0.02
O  0.57  2.58  3.75  0.03
N  0.00  1.56  1.78  0.07
C  -1.37  2.02  1.89  0.01
C  -2.33  0.83  1.76  0.01
O  -3.47  0.92  2.15  0.01
O  -1.83  -0.21  1.18  0.06
H  1.51  -0.98  2.60  0.00
H  2.77  -0.54  1.63  0.01
H  2.85  1.63  2.31  0.00
H  2.42  0.88  3.85  0.00
H  -1.63  2.70  1.08  0.00
H  -1.53  2.53  2.84  0.00
C  -0.36  3.25  -1.26  0.01
O  -0.87  1.93  -1.27  0.09
C  -0.97  1.27  -2.47  0.06
C  -1.20  1.97  -3.65  -0.01
C  -1.34  1.30  -4.85  0.07
C  -1.23  -0.08  -4.88  0.00
C  -1.01  -0.78  -3.71  0.07
C  -0.86  -0.14  -2.47  0.02
N  -0.56  -0.89  -1.33  0.39
N  -0.91  -2.18  -1.55  0.28
C  -0.79  -3.16  -0.68  0.13
C  -0.11  -3.14  0.59  0.16
O  0.54  -2.11  0.99  0.37
C  -0.09  -4.32  1.39  0.02
C  -0.65  -5.49  0.99  0.13
C  -1.27  -5.58  -0.29  0.04
C  -1.80  -6.80  -0.76  0.01
C  -2.37  -6.91  -2.00  0.02
C  -2.44  -5.78  -2.82  0.02
C  -1.94  -4.57  -2.39  0.01
C  -1.34  -4.45  -1.12  0.04
H  0.48  3.34  -1.95  0.00
H  -0.02  3.43  -0.24  0.00
H  -1.15  3.97  -1.52  0.00
H  -1.30  3.04  -3.62  0.00
H  -1.53  1.86  -5.76  0.00
H  -1.32  -0.62  -5.82  0.00
H  -0.90  -1.85  -3.74  0.00
H  0.40  -4.24  2.35  0.00
H  -0.64  -6.36  1.63  0.01
H  -1.74  -7.67  -0.11  0.00
H  -2.76  -7.86  -2.34  0.00
H  -2.90  -5.85  -3.80  0.00
H  -2.01  -3.69  -3.01  0.00
C  1.78  0.66  -0.56  0.65
Ge  2.81  0.16  -2.10  0.09
C  4.67  -0.16  -1.51  0.02
C  5.80  0.28  -2.20  0.00
C  7.08  -0.04  -1.77  0.00
C  7.25  -0.83  -0.64  0.00
C  6.14  -1.30  0.04  0.00
C  4.87  -0.96  -0.39  0.01
C  2.78  1.68  -3.34  0.02
C  1.82  1.73  -4.35  0.01
C  1.69  2.84  -5.17  0.00
C  2.52  3.94  -4.98  0.00
C  3.47  3.91  -3.98  0.00
C  3.60  2.79  -3.17  0.00
C  2.38  -1.47  -3.07  0.00
C  2.49  -1.55  -4.46  0.00
C  2.25  -2.74  -5.13  0.00
C  1.91  -3.88  -4.42  0.00
C  1.83  -3.83  -3.04  0.00
C  2.07  -2.64  -2.37  0.00
H  2.13  1.64  -0.22  0.04
H  5.68  0.89  -3.09  0.00
H  7.94  0.32  -2.31  0.00
H  8.25  -1.09  -0.31  0.00
H  6.27  -1.93  0.91  0.00
H  4.00  -1.36  0.13  0.00
H  1.15  0.89  -4.50  0.00
H  0.93  2.86  -5.94  0.00
H  2.42  4.81  -5.61  0.00
H  4.12  4.77  -3.82  0.00
H  4.34  2.79  -2.38  0.00
H  2.75  -0.66  -5.03  0.00
H  2.32  -2.77  -6.21  0.00
H  1.71  -4.80  -4.95  0.00
H  1.56  -4.71  -2.47  0.00
H  2.01  -2.61  -1.30  0.00

Properties
**M**: 916.57 g mol⁻¹
**E_tot**: -117598.839 eV
**Net charge**: -1
**2S+1**: 6

=====

(3)
This record from OMol25 describes a molecular structure, C40H35GeN3O3PdS. The level of theory is wB97M-V/def2-TZVPD.

Last column: Löwdin spin population.
Cartesian coordinates (Å):
Pd  0.06  0.71  0.33  0.76
C  1.81  -0.33  8.75  0.00
C  1.36  0.10  7.38  0.00
C  2.09  -0.24  6.25  0.00
C  1.68  0.16  4.99  0.00
C  0.52  0.90  4.86  0.00
C  -0.23  1.25  5.97  0.00
C  0.19  0.85  7.23  0.00
S  -0.01  1.42  3.26  0.01
O  -1.31  2.03  3.41  0.00
O  1.05  2.18  2.65  0.01
N  -0.09  0.08  2.32  0.07
C  -1.09  -0.87  2.51  0.01
C  -1.65  -1.26  3.71  0.00
C  -2.59  -2.31  3.76  0.00
C  -2.98  -3.00  2.65  0.00
C  -2.44  -2.63  1.40  0.00
C  -2.80  -3.25  0.18  -0.01
C  -2.27  -2.80  -1.00  0.00
C  -1.41  -1.70  -0.98  0.01
N  -1.07  -1.10  0.14  0.11
C  -1.53  -1.56  1.34  0.01
H  2.70  -0.95  8.70  0.00
H  1.03  -0.89  9.26  0.00
H  2.03  0.55  9.37  0.00
H  3.00  -0.82  6.35  0.00
H  2.26  -0.10  4.11  0.00
H  -1.14  1.82  5.84  0.00
H  -0.38  1.12  8.10  0.00
H  -1.37  -0.77  4.63  0.00
H  -3.00  -2.58  4.73  0.00
H  -3.68  -3.82  2.71  0.00
H  -3.49  -4.08  0.20  0.00
H  -2.52  -3.27  -1.94  0.00
H  -1.00  -1.28  -1.89  0.00
O  0.60  1.02  -1.81  0.02
C  1.96  1.10  -2.25  0.00
C  2.90  0.69  -1.15  0.00
C  4.27  0.76  -1.37  0.00
C  5.12  0.39  -0.34  0.00
C  4.59  -0.04  0.86  0.00
C  3.21  -0.08  0.99  0.00
N  2.39  0.27  0.00  0.01
H  0.01  1.53  -2.39  0.00
H  2.20  2.12  -2.56  0.00
H  2.10  0.44  -3.11  0.00
H  4.66  1.11  -2.31  0.00
H  6.20  0.44  -0.48  0.00
H  5.22  -0.34  1.68  0.00
H  2.73  -0.39  1.91  0.00
C  -2.75  1.53  -4.48  0.00
C  -1.93  2.58  -4.09  0.00
C  -1.68  2.80  -2.74  0.00
C  -2.23  1.96  -1.77  -0.01
C  -3.08  0.93  -2.17  0.00
C  -3.33  0.71  -3.52  0.00
Ge  -1.92  2.20  0.14  -0.02
C  -3.58  2.04  1.11  0.00
C  -4.40  3.16  1.07  0.00
C  -5.64  3.15  1.69  0.00
C  -6.07  2.00  2.35  0.00
C  -5.26  0.88  2.40  0.00
C  -4.01  0.90  1.78  0.00
C  -0.78  3.70  0.56  0.00
C  0.38  3.93  -0.19  0.01
C  1.25  4.95  0.17  0.00
C  0.98  5.74  1.27  0.00
C  -0.17  5.52  2.02  0.00
C  -1.04  4.49  1.68  0.00
H  -2.95  1.36  -5.53  0.00
H  -1.50  3.24  -4.83  0.00
H  -1.06  3.64  -2.44  0.00
H  -3.56  0.30  -1.43  0.00
H  -3.99  -0.09  -3.82  0.00
H  -4.08  4.06  0.55  0.00
H  -6.27  4.02  1.66  0.00
H  -7.04  1.99  2.84  0.00
H  -5.58  -0.01  2.92  0.00
H  -3.38  0.02  1.84  0.00
H  0.60  3.32  -1.06  0.00
H  2.15  5.12  -0.41  0.00
H  1.66  6.53  1.55  0.00
H  -0.38  6.13  2.89  0.00
H  -1.90  4.29  2.30  0.00

Properties
**M**: 816.84 g mol⁻¹
**E_tot**: -123486.674 eV
**Net charge**: +1
**2S+1**: 2

=====

(4)
This record from OMol25 describes a molecular structure, C40H36ClIrN3Si2 in a non-equilibrium geometry. The level of theory is wB97M-V/def2-TZVPD.

Last column: Löwdin spin population.
Cartesian coordinates (Å):
C  -2.09  0.05  4.10  0.11
C  -2.33  0.49  2.78  0.30
C  -1.80  -0.51  1.88  0.10
H  -2.91  1.36  2.47  0.01
C  -1.14  -1.53  2.70  0.02
C  -1.37  -1.17  4.07  0.30
H  -1.13  -1.80  4.93  0.01
H  -2.45  0.54  5.00  0.00
H  -2.09  -0.66  0.84  0.01
H  -0.81  -2.49  2.31  0.00
Ir  0.18  0.08  2.16  0.86
Si  0.39  -0.11  -0.16  0.18
C  -0.49  1.52  -0.58  0.10
C  0.28  2.66  -0.83  0.05
H  1.37  2.60  -0.73  0.00
C  -0.32  3.84  -1.25  0.00
H  0.30  4.70  -1.50  0.00
C  -1.71  3.93  -1.36  0.06
H  -2.19  4.86  -1.67  0.00
C  -2.50  2.81  -1.06  0.00
H  -3.58  2.86  -1.13  0.00
C  -1.90  1.61  -0.68  0.05
H  -2.54  0.75  -0.44  0.00
C  -0.37  -1.71  -0.80  0.03
C  -1.45  -1.73  -1.69  0.02
H  -1.85  -0.79  -2.08  0.00
C  -1.95  -2.96  -2.13  0.00
H  -2.75  -2.96  -2.87  0.00
C  -1.45  -4.15  -1.60  0.02
H  -1.90  -5.10  -1.90  0.00
C  -0.39  -4.14  -0.69  0.00
H  0.02  -5.06  -0.29  0.00
C  0.14  -2.92  -0.28  0.01
H  0.97  -2.91  0.43  0.00
H  1.09  -0.93  1.25  0.01
Si  1.54  0.02  -2.94  0.32
C  1.09  -1.52  -3.92  0.06
C  0.43  -1.45  -5.17  0.02
H  0.21  -0.48  -5.62  0.00
C  0.03  -2.61  -5.84  0.00
H  -0.52  -2.54  -6.78  0.00
C  0.32  -3.87  -5.31  0.01
H  0.01  -4.78  -5.82  0.00
C  1.05  -3.95  -4.11  0.00
H  1.27  -4.92  -3.68  0.00
C  1.47  -2.80  -3.45  0.01
H  2.07  -2.89  -2.55  0.00
C  0.69  1.43  -3.83  0.08
C  -0.71  1.46  -3.89  0.02
H  -1.29  0.73  -3.32  0.00
C  -1.37  2.43  -4.64  0.00
H  -2.46  2.47  -4.61  0.00
C  -0.64  3.33  -5.43  0.01
H  -1.17  4.06  -6.05  0.00
C  0.76  3.30  -5.39  0.00
H  1.33  4.00  -6.00  0.00
C  1.43  2.38  -4.58  0.02
H  2.52  2.37  -4.55  0.00
H  2.96  0.26  -3.26  0.00
Cl  2.49  -0.13  -0.74  0.20
C  1.80  -3.19  6.35  0.04
C  2.03  -1.87  6.78  0.00
C  2.02  -0.83  5.86  0.04
C  1.70  -1.10  4.52  0.01
C  1.58  -2.42  4.07  0.03
C  1.61  -3.46  4.99  -0.01
N  1.42  0.04  3.71  0.31
N  1.90  1.16  4.23  0.25
C  1.27  2.26  3.72  0.04
C  1.51  3.55  4.21  0.04
C  0.72  4.60  3.80  0.03
C  -0.30  4.31  2.87  0.05
C  -0.49  3.03  2.40  0.05
N  0.33  2.03  2.75  0.12
H  1.81  -4.01  7.07  0.00
H  2.22  -1.64  7.83  0.00
H  2.21  0.20  6.15  0.00
H  1.45  -2.61  3.00  0.00
H  1.48  -4.50  4.65  0.00
H  2.34  3.63  4.92  0.00
H  0.87  5.61  4.17  0.00
H  -0.97  5.10  2.50  0.00
H  -1.27  2.78  1.67  0.00

Properties
**M**: 842.59 g mol⁻¹
**E_tot**: -77640.766 eV
**Net charge**: +1
**2S+1**: 5

=====

(5)
This record from OMol25 describes a molecular structure, C40H36CoN6O3STe. The level of theory is wB97M-V/def2-TZVPD.

Last column: Löwdin spin population.
Cartesian coordinates (Å):
Co  -0.27  -0.61  0.51  0.99
C  -7.08  0.13  -0.13  0.00
O  -6.83  0.06  1.26  0.00
C  -5.52  -0.04  1.64  0.00
C  -5.31  -0.20  3.03  0.00
C  -4.03  -0.32  3.48  0.00
C  -2.91  -0.28  2.63  0.00
C  -1.57  -0.34  3.20  0.00
C  -1.39  -0.60  4.67  0.00
O  -0.54  -0.17  2.52  0.00
C  -3.11  -0.12  1.22  0.00
O  -2.19  -0.09  0.34  0.00
C  -4.46  0.00  0.77  0.00
H  -8.17  0.13  -0.24  0.00
H  -6.66  -0.74  -0.65  0.00
H  -6.67  1.04  -0.56  0.00
H  -6.17  -0.23  3.69  0.00
H  -3.87  -0.45  4.55  0.00
H  -1.91  -1.52  4.96  0.00
H  -1.78  0.22  5.27  0.00
H  -0.32  -0.71  4.86  0.00
H  -4.59  0.11  -0.30  0.00
N  -0.33  2.59  1.28  0.01
C  0.66  3.43  0.85  0.00
C  0.42  4.32  -0.21  0.00
C  1.39  5.22  -0.61  0.00
C  2.62  5.27  0.03  0.00
C  2.87  4.38  1.06  0.00
C  1.93  3.45  1.47  0.00
C  2.26  2.45  2.53  0.00
C  2.43  2.85  3.85  0.00
C  2.71  1.92  4.84  0.00
C  2.81  0.58  4.51  0.00
C  2.65  0.17  3.20  0.00
C  2.39  1.10  2.20  0.00
H  -1.04  2.32  0.62  0.00
H  -0.05  1.82  1.88  0.00
H  -0.53  4.27  -0.72  0.00
H  1.18  5.88  -1.44  0.00
H  3.38  5.98  -0.29  0.00
H  3.84  4.37  1.55  0.00
H  2.31  3.90  4.10  0.00
H  2.82  2.25  5.87  0.00
H  3.02  -0.16  5.28  0.00
H  2.70  -0.88  2.92  0.00
N  3.59  1.20  -1.09  0.00
N  3.60  0.61  0.22  0.00
N  3.80  -0.81  0.02  -0.01
C  2.63  -1.34  0.25  0.00
N  1.65  -0.56  0.71  -0.01
N  2.25  0.73  0.82  0.00
H  2.80  0.81  -1.60  0.00
H  3.40  2.19  -0.94  0.00
H  2.43  -2.39  0.07  0.00
Te  -0.85  -3.23  1.43  0.04
C  -0.10  -4.95  0.49  0.01
C  -0.04  -6.23  0.98  0.00
C  0.53  -7.17  0.07  0.00
C  0.90  -6.59  -1.11  0.00
S  0.55  -4.91  -1.10  0.00
H  -0.39  -6.49  1.97  0.00
H  0.66  -8.22  0.29  0.00
H  1.36  -7.06  -1.96  0.00
C  0.22  2.72  -5.68  0.00
C  1.10  3.11  -4.68  0.00
C  1.11  2.44  -3.47  0.00
C  0.26  1.36  -3.21  0.00
C  -0.64  1.00  -4.22  0.00
C  -0.65  1.67  -5.44  0.00
C  0.31  0.74  -1.87  0.00
C  -0.14  -0.45  -1.43  -0.03
C  -0.63  -1.48  -2.35  0.00
C  -1.90  -2.04  -2.23  0.00
C  -2.35  -2.98  -3.13  0.00
C  -1.54  -3.42  -4.17  0.00
C  -0.25  -2.90  -4.28  0.00
C  0.20  -1.96  -3.38  0.00
H  0.21  3.23  -6.64  0.00
H  1.78  3.93  -4.84  0.00
H  1.79  2.76  -2.69  0.00
H  -1.34  0.20  -4.05  0.00
H  -1.36  1.36  -6.20  0.00
H  0.79  1.39  -1.14  0.00
H  -2.53  -1.72  -1.40  0.00
H  -3.35  -3.41  -3.01  0.00
H  -1.89  -4.17  -4.87  0.00
H  0.41  -3.25  -5.07  0.00
H  1.20  -1.55  -3.46  0.00

Properties
**M**: 867.37 g mol⁻¹
**E_tot**: -112901.746 eV
**Net charge**: -2
**2S+1**: 2